[1]
{"formula": "C3H8ClNS", "method": "wB97M-V/def2-TZVPD", "elements": ["H", "S", "C", "H", "H", "H", "C", "N", "C", "H", "H", "H", "Cl", "H"], "coordinates": [[-1.469, 0.174, 2.023], [-0.316, -0.068, -1.444], [-1.577, -0.195, 1.018], [0.950, -0.049, 2.014], [-1.712, -1.246, 1.092], [0.258, -1.306, -1.547], [-0.344, 0.234, 0.297], [-2.841, 0.353, 0.464], [0.869, -0.359, 0.953], [-3.511, 0.125, 1.115], [0.852, -1.457, 0.931], [-0.392, 1.333, 0.391], [2.312, 0.187, 0.034], [-3.029, -0.221, -0.354]], "nbo_charge": [0.187, -0.010, -0.223, 0.224, 0.171, 0.123, -0.399, -0.812, -0.364, 0.348, 0.214, 0.245, -0.061, 0.357], "lumo_ha": 0.0307, "largest_force_ev_per_a": 3.13, "total_charge": 0, "mol_weight_g_mol": 125.6, "smiles": "NC[C@H](S)CCl", "homo_lumo_gap_ev": 9.84, "de_lowest_ev": 0.4307, "energy_ha": -1032.2189}

=====

[2]
{"formula": "C3H8CsO3S", "method": "wB97M-V/def2-TZVPD", "elements": ["C", "C", "H", "H", "H", "O", "Cs", "H", "O", "O", "C", "H", "H", "H", "S", "H"], "coordinates": [[-0.419, 0.861, -1.400], [0.892, 0.820, -2.149], [-1.254, 0.818, -2.100], [-1.221, 0.701, 2.555], [1.213, 1.757, -2.605], [0.961, 1.074, 1.052], [2.171, -5.607, 3.360], [-2.063, 0.045, 1.015], [-0.448, -0.247, -0.636], [0.927, -1.449, 1.105], [-1.328, -0.086, 1.809], [-1.484, -1.000, 2.383], [0.768, 0.182, -3.025], [-0.618, 1.756, -0.810], [0.243, -0.177, 0.868], [1.661, 0.552, -1.424]], "nbo_charge": [-0.086, -0.636, 0.196, 0.260, 0.223, -0.903, 0.999, 0.262, -0.692, -0.936, -0.854, 0.243, 0.218, 0.189, 2.302, 0.217], "lumo_ha": -0.1452, "largest_force_ev_per_a": 4.89, "total_charge": 1, "mol_weight_g_mol": 257.1, "homo_lumo_gap_ev": 9.34, "de_lowest_ev": 1.3090, "energy_ha": -762.9094}

=====

[3]
{"formula": "C3H8ErO3", "method": "wB97M-V/def2-TZVPD", "elements": ["H", "H", "H", "H", "O", "C", "O", "C", "H", "H", "Er", "H", "H", "C", "O"], "coordinates": [[-1.446, 0.403, -0.610], [0.106, -1.454, 2.273], [-0.797, 3.140, -1.228], [0.620, 2.613, -0.297], [1.514, -2.106, -0.239], [-0.474, -1.146, 1.389], [-1.198, -1.885, 0.544], [1.009, -0.685, 0.078], [-1.010, -0.260, 1.754], [0.321, 1.901, -1.886], [-0.015, -3.772, -0.229], [0.799, -0.303, -0.935], [1.656, -0.003, 0.652], [-0.175, 2.270, -0.974], [-0.910, 1.286, -0.292]], "nbo_charge": [0.506, 0.220, 0.224, 0.200, -0.947, 0.070, -0.785, 0.067, 0.246, 0.175, 2.545, 0.222, 0.255, -0.251, -0.746], "multiplicity": 5, "lumo_ha": [-0.4143, -0.4099], "largest_force_ev_per_a": 5.57, "total_charge": 2, "mol_weight_g_mol": 259.4, "homo_lumo_gap_ev": [5.45, 5.19], "de_lowest_ev": 3.2689, "energy_ha": -1359.0099}